No. 1
DFT (ωB97M-V/def2-TZVPD) results for a cluster of 2 separate species, C18H18N2O3 in total at a distorted geometry.

The geometry in XYZ format:
```
41
C18H18N2O3 ωB97M-V/def2-TZVPD
C 3.908 0.053 1.869
O 2.504 0.302 2.125
C 1.610 -0.651 2.169
C 0.220 -0.343 2.033
C -0.671 -1.435 1.923
C -2.031 -1.220 1.832
C -2.552 0.079 1.817
C -4.036 0.286 1.799
C -1.664 1.171 1.839
C -0.295 0.983 1.933
H 4.344 1.052 1.803
H 4.362 -0.512 2.698
H 4.054 -0.483 0.919
H 1.944 -1.701 2.194
H -0.232 -2.431 1.879
H -2.723 -2.067 1.776
H -4.280 1.355 1.798
H -4.494 -0.180 0.914
H -4.505 -0.177 2.681
H -2.084 2.180 1.783
H 0.403 1.824 1.895
C 3.555 -0.993 5.917
C 2.117 -0.905 6.267
C 1.620 0.362 6.632
N 1.269 1.434 6.970
C 1.331 -2.031 6.629
C 1.776 -3.397 6.473
C 0.956 -4.472 6.771
C -0.339 -4.241 7.296
N -1.219 -5.337 7.523
O -2.370 -5.093 7.963
O -0.808 -6.495 7.266
C -0.787 -2.926 7.533
C 0.033 -1.853 7.219
H 3.928 -2.013 5.793
H 3.774 -0.419 5.005
H 4.131 -0.516 6.728
H 2.794 -3.602 6.132
H 1.276 -5.501 6.614
H -1.777 -2.779 7.960
H -0.325 -0.853 7.472
```

**HOMO-LUMO gap**: 0.1102 Ha
**E_HOMO**: -5.8 eV
**Charge**: 0
**Energy relative to the best compared isomer or geometry (same formula, charge and spin)**: 8.521 eV

Here are the natural (NBO) charges for atoms 1 to 2, given in e: -0.2620, -0.4314

No. 2
DFT (ωB97M-V/def2-TZVPD) results for a cluster of 2 separate species, C3H6O2 in total at a distorted geometry.

The geometry in XYZ format:
```
11
C3H6O2 ωB97M-V/def2-TZVPD
C 0.148 -1.443 1.210
O -0.150 -0.393 0.272
C 0.596 0.820 -1.052
C -0.779 1.347 -0.853
O -1.120 1.753 0.228
H 0.912 -2.180 0.947
H 0.390 -1.033 2.206
H -0.799 -2.009 1.335
H 0.894 0.681 -2.126
H 1.393 1.273 -0.472
H -1.485 1.185 -1.694
```

**HOMO-LUMO gap**: 0.3197 Ha
**E_HOMO**: -9.6 eV
**Charge**: 0
**Energy relative to the best compared isomer or geometry (same formula, charge and spin)**: 5.167 eV

Here are the natural (NBO) charges for atoms 1 to 2, given in e: -0.2481, -0.6197

No. 3
DFT (ωB97M-V/def2-TZVPD) results for the molecule C4H7ClS at a distorted geometry.

The geometry in XYZ format:
```
13
C4H7ClS ωB97M-V/def2-TZVPD
Cl -2.234 -1.423 -0.114
C -1.559 0.127 0.401
C -0.493 0.609 -0.556
C 0.870 -0.082 -0.587
C 1.737 -0.352 0.604
S 1.104 -1.785 -0.229
H -1.281 -0.007 1.459
H -2.437 0.718 0.465
H -0.250 1.706 -0.432
H -0.938 0.607 -1.572
H 1.332 0.227 -1.563
H 2.825 -0.145 0.517
H 1.322 -0.199 1.607
```

**HOMO-LUMO gap**: 0.3499 Ha
**E_HOMO**: -8.6 eV
**Charge**: 0
**Energy relative to the best compared isomer or geometry (same formula, charge and spin)**: 0.331 eV
**SMILES**: ClCC[C@H]1CS1

Here are the natural (NBO) charges for atoms 1 to 2, given in e: -0.0658, -0.3811

No. 4
DFT (ωB97M-V/def2-TZVPD) results for the molecule C6H10 at a distorted geometry.

The geometry in XYZ format:
```
16
C6H10 ωB97M-V/def2-TZVPD
C 0.989 -1.471 1.166
C 0.317 -1.268 0.047
C 0.214 0.075 -0.604
C 0.713 0.200 -1.831
C -0.302 1.228 0.175
C -1.680 1.041 0.832
H 1.088 -2.435 1.653
H 1.469 -0.698 1.702
H -0.188 -2.090 -0.430
H 1.128 -0.638 -2.375
H 0.626 1.094 -2.431
H 0.368 1.506 0.991
H -0.391 2.118 -0.452
H -2.024 2.009 1.194
H -1.581 0.463 1.752
H -2.409 0.682 0.112
```

**HOMO-LUMO gap**: 0.3775 Ha
**E_HOMO**: -9.1 eV
**Charge**: 0
**Energy relative to the best compared isomer or geometry (same formula, charge and spin)**: 1.144 eV
**SMILES**: C=CC(=C)CC

Here are the natural (NBO) charges for atoms 1 to 2, given in e: -0.3760, -0.2074

No. 5
DFT (ωB97M-V/def2-TZVPD) results for the molecule C9H11NO3 at a distorted geometry.

The geometry in XYZ format:
```
24
C9H11NO3 ωB97M-V/def2-TZVPD
N 3.442 -0.915 -0.326
C 2.007 -0.580 -0.378
C 1.176 -1.198 0.818
C -0.273 -0.750 0.440
C -1.030 -0.099 1.446
C -2.367 0.155 1.182
C -2.866 0.051 -0.105
O -4.101 0.610 -0.354
C -2.120 -0.563 -1.138
C -0.809 -0.894 -0.865
C 1.928 0.930 -0.385
O 1.572 1.757 -1.189
O 2.319 1.307 1.003
H 3.531 -1.987 -0.450
H 4.029 -0.362 -0.936
H 1.643 -0.899 -1.343
H 1.361 -2.283 0.860
H 1.433 -0.714 1.763
H -0.585 -0.170 2.389
H -2.954 0.622 2.059
H -4.329 0.258 -1.174
H -2.445 -0.654 -2.124
H -0.241 -1.365 -1.630
H 2.269 2.260 1.090
```

**HOMO-LUMO gap**: 0.3389 Ha
**E_HOMO**: -8.5 eV
**Charge**: 0
**Energy relative to the best compared isomer or geometry (same formula, charge and spin)**: 1.706 eV
**SMILES**: N[C@@H](Cc1ccc(O)cc1)C(=O)O

Here are the natural (NBO) charges for atoms 1 to 2, given in e: -0.8429, -0.1494

No. 6
DFT (ωB97M-V/def2-TZVPD) results for a cluster of 7 separate species, C14H40Cl3N4O4 in total at a distorted geometry.

The geometry in XYZ format:
```
65
C14H40Cl3N4O4 ωB97M-V/def2-TZVPD
C 3.582 1.803 -0.631
C 4.281 1.624 -1.930
C 5.786 1.478 -1.833
O 6.288 1.536 -3.152
C 7.495 2.224 -3.379
N 3.677 0.487 -2.832
H 3.717 -0.405 -2.359
H 2.746 0.768 -3.106
H 4.233 0.387 -3.669
H 4.189 2.427 0.025
H 3.367 0.872 -0.106
H 2.607 2.267 -0.781
H 4.139 2.532 -2.517
H 6.099 0.527 -1.401
H 6.245 2.277 -1.251
H 7.428 3.213 -2.924
H 7.614 2.381 -4.451
H 8.401 1.683 -3.106
C -5.975 -1.775 2.666
C -5.788 -1.605 1.155
C -6.378 -0.266 0.544
O -7.743 -0.184 0.921
C -8.309 1.136 0.580
N -4.363 -1.900 0.813
H -4.105 -2.789 1.217
H -4.143 -1.981 -0.169
H -3.746 -1.214 1.223
H -5.675 -2.737 3.082
H -7.028 -1.561 2.845
H -5.387 -1.024 3.194
H -6.337 -2.409 0.666
H -6.250 -0.331 -0.536
H -5.824 0.589 0.930
H -9.323 1.226 0.968
H -8.348 1.341 -0.489
H -7.695 1.861 1.115
C -0.758 -1.604 -0.312
C -0.060 -0.349 -0.825
O 1.085 -0.099 -0.685
N -0.966 0.623 -1.502
H -0.488 1.014 -2.301
H -1.751 0.093 -1.852
C -1.443 1.748 -0.564
H -1.687 -1.464 0.240
H -0.030 -2.182 0.256
H -1.142 -2.148 -1.175
H -0.748 1.867 0.267
H -2.375 1.376 -0.139
H -1.463 2.657 -1.165
C 4.168 -2.685 2.986
C 2.788 -2.208 2.558
O 1.783 -2.873 2.287
N 2.864 -0.756 1.952
H 3.718 -0.320 2.272
H 2.839 -0.742 0.943
C 1.677 0.082 2.384
H 4.139 -3.675 3.443
H 4.527 -2.035 3.783
H 4.839 -2.771 2.131
H 1.798 1.102 2.016
H 1.712 0.093 3.473
H 0.713 -0.283 2.032
Cl -3.726 -1.274 -2.692
Cl -2.197 0.130 2.698
Cl 0.706 2.226 -3.832
```

**HOMO-LUMO gap**: 0.2113 Ha
**E_HOMO**: -10.2 eV
**Charge**: +1

Here are the natural (NBO) charges for atoms 1 to 2, given in e: -0.6232, -0.0604

No. 7
DFT (ωB97M-V/def2-TZVPD) results for a cluster of 9 separate species, C9H36N8O9 in total at a distorted geometry.

The geometry in XYZ format:
```
62
C9H36N8O9 ωB97M-V/def2-TZVPD
N 0.333 0.842 0.085
C -0.752 0.339 0.626
N -1.642 0.011 -0.233
O -0.956 0.014 1.942
H 0.923 1.208 0.866
H 0.446 1.281 -0.847
H -2.348 -0.666 0.106
H -1.823 0.551 -1.115
N -1.166 1.066 -3.260
C -0.699 2.176 -2.699
N 0.562 2.043 -2.342
O -1.446 3.342 -2.583
H -2.105 1.152 -3.621
H -0.761 0.225 -3.136
H 1.058 2.831 -1.946
H 1.108 1.228 -2.721
N 0.904 -1.634 -0.980
C 0.075 -2.208 -1.790
N 0.365 -3.462 -2.122
O -0.933 -1.559 -2.360
H 0.477 -0.771 -0.463
H 1.763 -2.068 -0.519
H -0.293 -3.842 -2.879
H 1.292 -3.872 -1.887
N 2.578 -1.651 4.837
C 1.751 -0.978 4.110
N 0.595 -1.549 3.912
O 2.130 0.237 3.581
H 3.593 -1.416 5.007
H 2.373 -2.477 5.426
H -0.141 -1.001 3.402
H 0.321 -2.318 4.563
C -4.315 -0.014 -1.809
O -3.540 -0.826 -2.603
H -5.280 0.127 -2.265
H -3.729 0.868 -1.792
H -4.322 -0.437 -0.832
H -3.247 -1.521 -2.086
C 0.944 3.169 2.639
O 1.812 2.220 2.179
H 1.120 4.157 2.246
H 1.148 3.182 3.717
H -0.025 2.833 2.317
H 2.094 1.708 2.951
C -4.161 -3.398 -0.911
O -3.050 -2.649 -0.605
H -5.080 -3.022 -0.402
H -4.034 -4.397 -0.585
H -4.333 -3.410 -2.009
H -2.480 -3.193 -0.022
C 1.701 4.548 -0.669
O 2.589 4.037 -1.664
H 0.797 4.929 -1.148
H 2.269 5.184 -0.003
H 1.466 3.702 -0.033
H 3.449 4.380 -1.512
C 3.345 -1.306 0.918
O 3.142 -2.300 -0.098
H 2.933 -0.407 0.573
H 4.374 -1.166 1.056
H 2.858 -1.511 1.873
H 3.998 -2.553 -0.402
```

**HOMO-LUMO gap**: 0.3231 Ha
**E_HOMO**: -8.6 eV
**Charge**: 0
**Energy relative to the best compared isomer or geometry (same formula, charge and spin)**: 5.922 eV
**SMILES**: NC(N)=O.NC(N)=O.NC(N)=O.NC(N)=O.CO.CO.CO.CO.CO

Here are the natural (NBO) charges for atoms 1 to 2, given in e: -0.8958, 0.7591

No. 8
DFT (ωB97M-V/def2-TZVPD) results for a cluster of 2 separate species, C5H15NO in total at a distorted geometry.

The geometry in XYZ format:
```
22
C5H15NO ωB97M-V/def2-TZVPD
C -0.765 0.906 2.076
N -0.306 -0.318 1.397
C -0.199 0.419 -2.332
C -0.447 0.695 -0.854
C -0.639 -0.547 0.022
C 0.226 -1.788 -0.417
H -1.497 1.382 1.420
H -0.006 1.688 2.150
H -1.165 0.637 3.042
H -0.681 -1.087 1.946
H 0.842 0.266 -2.597
H -0.447 1.295 -2.935
H -0.837 -0.379 -2.677
H 0.316 1.355 -0.427
H -1.350 1.282 -0.816
H -1.628 -0.913 -0.077
H -0.233 -2.673 0.004
H 0.201 -1.871 -1.500
H 1.287 -1.783 -0.173
H 2.436 -0.171 0.484
H 2.127 0.927 1.467
O 2.767 0.679 0.798
```

**HOMO-LUMO gap (spin up / spin down)**: 0.4362 / 0.2511 Ha
**⟨S²⟩**: 0.75
**E_HOMO (spin up / spin down)**: -15.2 / -15.2 eV
**Charge**: +1
**Energy relative to the best compared isomer or geometry (same formula, charge and spin)**: 1.277 eV
**Multiplicity**: 2

Here are the natural (NBO) charges for atoms 1 to 2, given in e: -0.4717, -0.1188

No. 9
DFT (ωB97M-V/def2-TZVPD) results for the molecule C9H7Br4N3O at a distorted geometry.

The geometry in XYZ format:
```
24
C9H7Br4N3O ωB97M-V/def2-TZVPD
C -2.233 -2.313 -0.648
C -0.824 -2.726 -0.399
O -0.534 -2.808 1.032
C 0.276 -1.934 -1.185
N 0.432 -0.651 -0.548
N -0.555 0.327 -0.562
C 0.137 1.302 -0.104
C -0.370 2.557 0.343
Br -2.326 2.775 0.518
C 0.490 3.512 0.969
Br -0.273 5.193 1.488
C 1.883 3.325 1.014
Br 3.033 4.923 1.366
C 2.377 2.029 0.651
Br 4.229 1.512 0.911
C 1.475 1.104 0.063
N 1.665 -0.165 -0.155
H -2.374 -1.239 -0.446
H -2.597 -2.516 -1.672
H -2.884 -2.936 0.036
H -0.766 -3.753 -0.754
H -1.336 -3.057 1.535
H -0.053 -1.731 -2.250
H 1.128 -2.728 -1.204
```

**HOMO-LUMO gap**: 0.2819 Ha
**E_HOMO**: -8.7 eV
**Charge**: 0
**SMILES**: C[C@H](O)Cn1nc2c(Br)c(Br)c(Br)c(Br)c2n1

Here are the natural (NBO) charges for atoms 1 to 2, given in e: -0.6466, 0.0985

No. 10
DFT (ωB97M-V/def2-TZVPD) results for a structure of composition C47H24F15GeNO2STeTl at a distorted geometry.

The geometry in XYZ format:
```
93
C47H24F15GeNO2STeTl ωB97M-V/def2-TZVPD
Tl -5.201 -8.180 -22.986
C -0.526 -7.082 -17.540
C -1.675 -6.883 -18.470
C -2.957 -6.307 -18.056
C -3.926 -6.157 -19.020
C -5.097 -5.245 -18.745
O -5.392 -4.438 -19.638
C -5.908 -5.366 -17.467
C -5.960 -6.510 -16.669
C -6.894 -6.542 -15.673
C -7.743 -5.490 -15.359
C -7.617 -4.336 -16.085
C -6.683 -4.240 -17.108
C -3.852 -6.880 -20.258
O -4.973 -7.099 -20.870
C -2.525 -7.148 -20.753
C -1.516 -7.347 -19.759
C -2.190 -7.409 -22.190
N -3.101 -7.111 -23.058
C -2.799 -6.530 -24.374
C -2.263 -5.043 -24.293
Te -3.937 -3.556 -24.615
C -3.206 -2.460 -22.977
C -2.192 -1.470 -23.201
C -1.360 -1.077 -22.103
C -1.675 -1.483 -20.800
C -2.762 -2.301 -20.561
C -3.534 -2.794 -21.634
C -0.842 -7.763 -22.697
C 0.334 -7.065 -22.234
C 1.547 -7.312 -22.767
C 1.728 -8.282 -23.781
C 0.622 -8.953 -24.215
C -0.633 -8.707 -23.712
H -0.055 -6.110 -17.187
H 0.279 -7.663 -18.042
H -0.832 -7.668 -16.648
H -3.074 -5.919 -17.028
H -5.189 -7.330 -16.745
H -6.914 -7.480 -15.072
H -8.252 -5.629 -14.436
H -8.141 -3.403 -15.872
H -6.520 -3.338 -17.733
H -0.581 -7.764 -20.069
H -3.786 -6.543 -24.928
H -2.046 -7.233 -24.821
H -1.505 -4.809 -25.038
H -1.833 -4.827 -23.284
H -2.000 -0.959 -24.194
H -0.458 -0.493 -22.329
H -1.121 -1.086 -19.984
H -3.037 -2.531 -19.579
H -4.281 -3.562 -21.433
H 0.274 -6.399 -21.376
H 2.417 -6.769 -22.484
H 2.694 -8.451 -24.309
H 0.712 -9.691 -25.059
H -1.529 -9.257 -24.200
F -8.161 -2.928 -27.943
C -7.909 -2.080 -26.925
C -7.704 -2.585 -25.632
C -7.302 -1.586 -24.689
F -7.062 -1.991 -23.456
C -7.030 -0.253 -25.046
F -6.520 0.664 -24.130
C -7.229 0.142 -26.363
F -6.753 1.327 -26.683
C -7.836 -0.737 -27.281
F -7.979 -0.378 -28.600
Ge -7.783 -4.472 -25.180
S -6.172 -5.118 -23.706
C -7.271 -5.676 -26.656
C -7.631 -7.036 -26.684
F -7.951 -7.708 -25.537
C -7.654 -7.799 -27.857
F -8.245 -9.049 -27.815
C -6.950 -7.362 -28.972
F -6.883 -8.099 -30.108
C -6.553 -5.996 -28.965
F -5.706 -5.650 -29.946
C -6.558 -5.273 -27.786
F -5.669 -4.267 -27.718
C -9.665 -4.951 -24.497
C -10.772 -4.397 -25.163
F -10.560 -3.820 -26.362
C -12.112 -4.497 -24.764
F -13.164 -4.021 -25.478
C -12.385 -4.964 -23.454
F -13.622 -4.826 -22.904
C -11.295 -5.409 -22.723
F -11.403 -5.589 -21.392
C -10.025 -5.503 -23.321
F -9.131 -6.220 -22.638
```

**HOMO-LUMO gap**: 0.1772 Ha
**E_HOMO**: -3.0 eV
**Charge**: -1

Here are the Löwdin charges for atoms 1 to 2, given in e: 0.7614, -0.0945

No. 11
DFT (ωB97M-V/def2-TZVPD) results for a structure of composition C5H6O3Sm at a distorted geometry.

The geometry in XYZ format:
```
15
C5H6O3Sm ωB97M-V/def2-TZVPD
O 2.593 0.475 -0.467
C 1.487 -0.026 -0.314
O 0.465 0.286 -1.065
O 1.214 -0.923 0.594
C -0.163 -1.332 0.482
C -0.727 -0.396 -0.601
C -1.721 0.630 -0.085
C -1.256 1.491 0.986
Sm 5.218 0.518 0.255
H -0.636 -1.192 1.460
H -0.185 -2.387 0.196
H -1.130 -0.949 -1.455
H -2.663 0.136 0.228
H -1.983 1.450 -0.836
H -0.512 2.219 0.621
```

**HOMO-LUMO gap (spin up / spin down)**: 0.1434 / 0.1511 Ha
**⟨S²⟩**: 12.01
**E_HOMO (spin up / spin down)**: -13.8 / -13.8 eV
**Charge**: +2
**Energy relative to the best compared isomer or geometry (same formula, charge and spin)**: 1.251 eV
**Multiplicity**: 7

Here are the Löwdin charges for atoms 1 to 2, given in e: -0.0456, -0.5971

No. 12
DFT (ωB97M-V/def2-TZVPD) results for the molecule C3H4S2 at a distorted geometry.

The geometry in XYZ format:
```
9
C3H4S2 ωB97M-V/def2-TZVPD
C -1.316 -0.363 -0.500
C -0.075 -0.691 0.104
C 1.226 0.004 -0.001
S 2.522 -0.889 -0.267
S 1.347 1.853 -0.231
H -1.860 -1.135 -0.081
H -1.857 0.668 -0.810
H -0.424 -1.601 0.691
H 0.438 2.154 1.093
```

**HOMO-LUMO gap**: 0.2877 Ha
**E_HOMO**: -8.8 eV
**Charge**: 0
**Energy relative to the best compared isomer or geometry (same formula, charge and spin)**: 3.176 eV
**SMILES**: C=CC(=S)S

Here are the natural (NBO) charges for atoms 1 to 2, given in e: -0.3539, -0.2925

Number 1: calculated total energy -28074.0170 eV. Number 2: calculated total energy -7298.5115 eV. Number 3: calculated total energy -27618.3785 eV. Number 4: calculated total energy -6382.7153 eV. Number 5: calculated total energy -17143.0548 eV. Number 6: calculated total energy -66876.7760 eV. Number 7: calculated total energy -40262.4776 eV. Number 8: calculated total energy -8956.6095 eV. Number 9: calculated total energy -296131.2787 eV. Number 10: calculated total energy -174808.4291 eV. Number 11: calculated total energy -29307.1238 eV. Number 12: calculated total energy -24842.4656 eV.